1.
DFT (ωB97M-V/def2-TZVPD) results for a structure of composition C24H33BaN9O3S2.

Its multiplicity is 1. As for the total energy: -67343.1751 eV.

XYZ file:
```
72
Properties=species:S:1:pos:R:3:forces:R:3
Ba -0.0635 -1.0621 -0.0021 0.164 0.933 0.031
C 1.8711 2.3438 2.4456 -0.113 -0.004 -0.060
O 0.6325 2.3099 1.7354 0.052 -0.030 0.010
C 0.7007 3.0711 0.5525 0.004 0.068 0.003
C -0.6757 3.1922 -0.0347 -0.045 0.017 -0.022
O -1.1155 1.9479 -0.5744 -0.027 -0.033 0.006
C -2.4200 2.0641 -1.1014 0.015 0.111 0.011
C -2.7222 0.8480 -1.9391 -0.028 -0.001 -0.130
O -2.7587 -0.3583 -1.2023 0.013 -0.090 0.070
C -3.9470 -0.5161 -0.4465 -0.065 -0.045 -0.042
H 2.7022 2.1182 1.7748 0.009 0.019 0.019
H 1.8297 1.5781 3.2144 -0.002 0.015 0.015
H 2.0124 3.3341 2.8921 0.025 0.000 -0.002
H 1.3926 2.6042 -0.1585 -0.015 0.012 -0.002
H 1.0601 4.0873 0.7696 -0.001 -0.006 0.018
H -0.6687 3.9467 -0.8312 0.020 -0.030 -0.015
H -1.3862 3.5222 0.7353 0.031 0.001 0.023
H -2.4953 2.9529 -1.7433 0.038 -0.032 -0.028
H -3.1499 2.2006 -0.2916 0.006 -0.064 0.009
H -1.9295 0.7304 -2.6802 0.051 -0.014 0.031
H -3.6683 0.9879 -2.4774 -0.016 0.033 0.057
H -4.8255 -0.3713 -1.0841 -0.001 0.001 0.005
H -3.9946 0.1774 0.3969 -0.005 0.012 -0.014
H -3.9511 -1.5341 -0.0635 0.011 0.002 0.001
S 2.0786 -1.1357 2.0977 0.295 -0.029 -0.023
C 3.1584 -0.3365 0.9899 -0.058 -0.137 -0.218
S 2.6829 0.1857 -0.6217 0.016 0.066 0.270
C 4.4697 -0.1042 1.3811 0.198 0.014 -0.009
C 5.4172 0.4966 0.4971 -0.080 -0.052 -0.007
N 6.1949 0.9580 -0.2189 0.038 0.013 0.019
C 4.9561 -0.4726 2.6720 -0.139 0.028 0.000
N 5.3529 -0.7512 3.7178 0.071 -0.008 -0.008
C -2.3079 -5.4193 0.6261 0.045 -0.006 -0.047
C -3.2475 -5.2824 1.6312 -0.032 0.008 0.032
C -3.3844 -4.0604 2.2713 0.013 -0.032 -0.064
C -2.5723 -3.0019 1.8814 -0.037 0.140 0.172
N -1.6723 -3.1378 0.9014 -0.197 -0.162 0.169
C -1.5388 -4.3144 0.2932 -0.084 0.000 0.047
C -2.6507 -1.6532 2.5468 -0.013 -0.202 -0.072
C -3.4386 -1.4280 3.6689 0.025 0.057 0.009
C -3.4477 -0.1630 4.2368 -0.025 -0.022 0.026
C -2.6662 0.8348 3.6838 0.048 0.028 -0.048
C -1.9018 0.5276 2.5670 -0.123 -0.089 0.108
N -1.9098 -0.6812 2.0087 -0.155 -0.022 0.260
H -2.1636 -6.3566 0.1077 -0.010 -0.005 0.009
H -3.8707 -6.1182 1.9214 0.004 -0.002 0.000
H -4.1154 -3.9446 3.0567 -0.008 -0.004 -0.001
H -0.7796 -4.3612 -0.4812 0.006 0.020 0.001
H -4.0229 -2.2192 4.1131 -0.005 0.001 0.003
H -4.0501 0.0318 5.1145 0.001 -0.003 -0.001
H -2.6251 1.8280 4.1086 -0.015 -0.007 0.015
H -1.2424 1.2661 2.1221 0.016 -0.033 -0.003
C -0.5821 -1.0743 -5.2341 -0.030 -0.031 -0.048
N 0.5786 -1.7661 -4.7109 0.075 0.074 0.014
C 1.6713 -2.0479 -5.6265 0.017 -0.019 -0.013
C 0.6724 -1.9351 -3.3573 0.012 -0.154 0.099
N -0.3135 -1.8138 -2.5347 0.019 -0.085 -0.708
N 1.9512 -2.2382 -2.9143 0.053 -0.070 0.036
C 2.3428 -2.7790 -1.6867 -0.003 0.067 0.138
N 3.7184 -2.8485 -1.5605 -0.047 0.174 -0.024
N 1.5005 -3.2223 -0.8329 0.043 -0.301 -0.165
H -0.4034 -0.8270 -6.2774 0.012 0.008 0.007
H -0.7620 -0.1437 -4.6903 -0.007 -0.006 0.012
H -1.4857 -1.6894 -5.1891 0.004 0.000 0.009
H 2.2635 -2.8852 -5.2656 -0.015 -0.010 -0.007
H 2.3268 -1.1833 -5.7786 0.001 -0.003 0.011
H 1.2583 -2.3336 -6.5921 -0.007 0.005 -0.003
H -1.1922 -1.6869 -3.0241 -0.011 -0.029 0.006
H 2.7013 -1.8231 -3.4401 0.006 -0.033 -0.012
H 4.1914 -2.0409 -1.9534 -0.008 -0.017 0.030
H 3.9900 -2.9104 -0.5857 0.001 -0.081 -0.043
H 2.0030 -3.5878 -0.0264 -0.033 0.077 0.030
```
Forces are in eV/Å.

---

2.
DFT (ωB97M-V/def2-TZVPD) results for a cluster of 4 separate species, C29H45BFN3O7 in total.

Its multiplicity is 1. As for the structure (SMILES): CCCC1=C(CCF)C(=O)C(Cc2ccc(C)cc2)=C(CB(O)O)C1=O.CN(C)C=O.CN(C)C=O.CN(C)C=O. As for the total energy: -52984.7285 eV.

XYZ file:
```
86
Properties=species:S:1:pos:R:3:forces:R:3
C -0.0342 2.1132 1.4829 0.759 0.708 0.868
C 1.1667 1.3189 2.2712 -0.478 -1.138 -0.605
C 2.4657 1.0616 1.2786 -0.542 -1.038 -0.475
C 2.6297 -0.5698 1.1388 2.506 -2.903 2.067
C 3.5137 -1.4158 2.0377 -2.199 2.080 -1.858
C 4.3890 -0.7126 3.2755 0.496 -1.183 -0.354
C 3.6379 -0.8095 4.7323 0.617 -0.424 -0.326
F 3.3408 -2.2598 5.0334 0.520 3.382 -0.750
C 3.5579 -3.0662 1.7681 3.304 -1.944 0.226
O 4.6670 -3.8081 1.8796 -6.909 4.551 -0.523
C 2.0885 -3.7088 1.2921 -1.495 2.444 -2.072
C 1.6970 -5.1908 1.8669 1.838 0.173 0.619
C 1.7113 -5.0854 3.5123 -0.603 0.824 3.595
C 2.6985 -5.9670 4.4864 -3.030 3.286 1.727
C 2.5998 -5.6834 6.1223 -2.198 2.013 -1.613
C 1.5684 -4.5578 6.7843 -0.440 -0.189 -3.482
C 1.4897 -4.2425 8.4203 0.789 0.612 -1.027
C 0.5823 -3.6909 5.7947 3.002 -3.384 -1.951
C 0.6745 -3.9736 4.1797 2.042 -1.712 2.611
C 1.2200 -2.8702 0.3777 2.635 -2.409 2.565
C -0.2355 -3.4926 -0.0359 0.070 -0.043 0.676
B -1.1702 -2.5388 -0.9907 -1.860 1.478 -1.472
O -0.7912 -2.0229 -2.3386 0.745 -2.636 2.655
O -2.5352 -2.1797 -0.5190 3.371 1.174 -1.508
C 1.8405 -1.4203 -0.0663 0.576 2.455 -3.298
O 1.8201 -0.8759 -1.2845 -0.303 -3.492 6.976
H 0.4807 3.0103 0.8996 -1.294 -1.882 1.020
H -0.7287 2.5938 2.3146 1.137 -1.098 -1.976
H -0.6315 1.4031 0.7477 1.326 1.606 1.606
H 0.7274 0.2525 2.5663 0.983 2.257 -0.450
H 1.5200 1.8208 3.2681 -0.781 -0.670 -1.998
H 2.2524 1.4613 0.1739 0.445 -0.825 2.512
H 3.4060 1.6125 1.7108 -1.789 -1.460 -1.080
H 5.4299 -1.2910 3.3552 -2.391 1.117 -0.161
H 4.6714 0.4092 3.0400 -0.901 -2.261 0.399
H 4.3987 -0.4543 5.5780 -1.836 -0.785 -1.837
H 2.6428 -0.1607 4.7281 2.004 -1.775 0.156
H 0.7288 -5.6677 1.4165 1.758 1.298 1.002
H 2.6047 -5.9098 1.5798 -1.922 1.585 0.578
H 3.4514 -6.7531 4.0376 -1.721 1.830 1.073
H 3.2606 -6.2758 6.9196 -1.498 1.357 -2.188
H 2.6106 -4.0995 8.7950 -2.488 -0.606 -0.632
H 0.9121 -5.0727 9.0157 1.281 1.618 -1.241
H 0.9761 -3.1812 8.5996 0.950 -2.464 -0.568
H -0.1741 -2.9031 6.2297 1.737 -1.761 -0.997
H -0.0256 -3.3355 3.4803 1.627 -1.485 1.425
H -0.8545 -3.6692 0.9693 1.444 0.365 -2.127
H -0.1074 -4.5433 -0.5347 -0.034 1.912 0.885
H 0.0499 -2.4983 -2.6494 -1.625 1.336 0.832
H -2.7833 -1.2659 -0.8910 0.196 -1.890 0.304
C 4.0725 4.5325 1.4149 -0.279 0.157 -0.781
O 4.5025 3.4064 1.2006 -0.290 0.876 -0.082
N 3.4396 5.3360 0.4904 0.655 -0.703 1.196
C 2.9590 6.6601 0.8250 0.011 -0.138 -0.158
C 3.2485 4.8423 -0.8577 0.148 -0.321 0.005
H 4.1649 5.0053 2.4064 -0.065 0.092 -0.068
H 1.8788 6.6965 0.6576 0.060 0.212 0.069
H 3.4567 7.3899 0.1799 -0.147 0.121 0.134
H 3.1688 6.9027 1.8702 0.000 -0.114 -0.168
H 2.6554 3.9236 -0.8198 0.083 0.070 -0.207
H 4.2250 4.6133 -1.2950 -0.195 -0.054 -0.109
H 2.7354 5.5867 -1.4722 0.094 -0.087 0.213
C -4.6770 0.1879 -3.0364 0.432 -0.286 -0.885
O -3.9221 0.3596 -2.0879 -0.050 -0.263 -0.471
N -4.2939 -0.1949 -4.3042 -0.724 0.458 1.360
C -5.2523 -0.3767 -5.3740 0.153 -0.106 0.082
C -2.8897 -0.4227 -4.5766 0.143 -0.014 0.360
H -5.7654 0.3337 -2.9398 0.063 -0.008 -0.134
H -5.1938 -1.4097 -5.7289 -0.094 0.047 -0.110
H -5.0046 0.3079 -6.1903 -0.192 -0.148 -0.001
H -6.2698 -0.1723 -5.0301 0.256 0.062 -0.036
H -2.5217 -1.2114 -3.9135 0.193 0.162 -0.156
H -2.3335 0.4972 -4.3725 0.121 -0.186 -0.046
H -2.7418 -0.7188 -5.6185 -0.154 0.073 0.168
C -6.2549 2.7055 -6.8315 0.245 0.825 0.277
O -6.3783 2.4960 -5.6315 0.160 0.455 -0.845
N -5.8030 3.8794 -7.3959 -0.502 -1.350 0.337
C -5.6859 4.0471 -8.8291 0.031 0.107 0.193
C -5.4335 4.9802 -6.5302 -0.064 -0.138 0.317
H -6.5076 1.9362 -7.5793 0.037 0.080 -0.103
H -4.6430 4.2667 -9.0751 -0.115 0.007 -0.206
H -6.3213 4.8814 -9.1403 0.107 -0.077 -0.197
H -5.9968 3.1422 -9.3582 0.036 0.118 0.160
H -4.6310 4.6538 -5.8618 -0.098 0.204 0.026
H -6.3005 5.2653 -5.9266 0.206 0.093 0.035
H -5.0966 5.8377 -7.1186 -0.086 -0.232 0.022
```
Forces are in eV/Å.

---

Q: Which largest force on an atom values were calculated for the entries above? A: 0.95 8.29, in eV/A.
Q: Which Kohn-Sham gap values were calculated for the entries above? A: 5.88 7.07, in eV.
Q: Which HOMO values were calculated for the entries above? A: -6.5 -7.9, in eV.